Computed, not measured: a structure of composition C32H72N2O20S at a distorted geometry, with wB97M-V/def2-TZVPD.

Geometry (Å):
N (-2.5233, 3.2807, -0.2088)
H (-2.8253, 2.3757, 0.0882)
H (-3.0163, 3.9467, 0.3422)
H (-2.5303, 3.3617, -1.4278)
H (-1.5393, 3.1457, 0.1312)
N (2.7997, 0.0517, -2.2068)
H (2.3527, 0.8217, -2.6818)
H (3.1037, 0.1697, -1.2208)
H (3.5737, -0.3083, -2.8108)
H (2.2767, -0.7203, -2.2788)
S (-0.1513, 1.0557, -0.9478)
O (-1.1153, 1.6427, -1.7818)
O (0.1987, -0.2193, -1.3948)
O (1.0687, 1.8157, -1.0888)
O (-0.6483, 1.0617, 0.4572)
O (-5.0903, 1.0337, 0.0612)
C (-5.2343, 0.2577, -0.8408)
O (-6.3143, -0.4723, -1.1108)
C (-7.2423, -0.6103, -0.1258)
C (-8.1953, -1.7583, -0.5118)
C (-4.2533, 0.0347, -2.0128)
H (-7.9923, 0.2947, -0.1738)
H (-6.7213, -0.8153, 0.7842)
H (-8.6643, -1.4443, -1.5248)
H (-8.9353, -1.7433, 0.1792)
H (-7.5163, -2.7523, -0.5518)
H (-4.3403, -0.7233, -2.6428)
H (-3.3233, 0.0597, -1.4528)
H (-4.2323, 1.0417, -2.5188)
O (1.6767, 0.2317, -3.6368)
C (1.9097, 1.4867, -3.7118)
O (2.8257, 2.0827, -4.4918)
C (3.7557, 1.2777, -5.2718)
C (4.7257, 2.1377, -6.0258)
C (0.8427, 2.5167, -3.1618)
H (3.1427, 0.5177, -5.9538)
H (4.0367, 0.6537, -4.5608)
H (4.3737, 2.7007, -6.7028)
H (5.4927, 1.4097, -6.4868)
H (5.3057, 2.9467, -5.3028)
H (0.2267, 2.9317, -3.9728)
H (1.4377, 3.2367, -2.7408)
H (0.1237, 2.0207, -2.5638)
O (-3.2743, -2.3903, -2.8478)
C (-2.0623, -2.3193, -3.1338)
O (-1.3613, -3.1843, -3.5218)
C (-1.9383, -4.5063, -3.8218)
C (-1.1683, -5.4173, -4.7128)
C (-1.1703, -1.0523, -2.8258)
H (-2.9183, -4.5243, -4.1198)
H (-2.0173, -5.0873, -2.8428)
H (-0.9333, -4.9953, -5.5928)
H (-1.5883, -6.2473, -5.0488)
H (-0.2963, -5.4863, -4.1588)
H (-0.1253, -1.1563, -2.4558)
H (-1.5773, -0.5293, -2.1878)
H (-1.1753, -0.2813, -3.5848)
O (2.8647, -2.8883, -0.8398)
C (1.9157, -3.7413, -0.7938)
O (1.8247, -4.8383, -0.1338)
C (3.0057, -5.3673, 0.5632)
C (2.5647, -6.2963, 1.6812)
C (0.6347, -3.4063, -1.5458)
H (3.4217, -4.3463, 0.9692)
H (3.9957, -5.8533, 0.0932)
H (3.3807, -6.8093, 2.1882)
H (2.1457, -6.9793, 1.2602)
H (1.9147, -5.7643, 2.4262)
H (0.1367, -2.7013, -1.2358)
H (0.0497, -4.3313, -1.4588)
H (0.8027, -3.3613, -2.7138)
O (-2.4403, 3.7707, 2.6542)
C (-2.4093, 3.6687, 3.8582)
O (-1.7103, 2.5977, 4.5632)
C (-1.1123, 1.5877, 3.7832)
C (-0.8733, 0.2597, 4.4992)
C (-2.8333, 4.6537, 4.8112)
H (-0.2703, 2.1337, 3.4132)
H (-1.6103, 1.5647, 2.7932)
H (-0.2873, -0.4063, 3.9912)
H (-2.0013, -0.1743, 4.5252)
H (-0.3253, 0.5447, 5.5132)
H (-3.8603, 4.9227, 4.9552)
H (-2.2253, 5.3197, 4.4022)
H (-2.6883, 4.5327, 5.7692)
O (4.2157, 5.8807, -2.0208)
C (3.3377, 6.1337, -1.1548)
O (2.0097, 5.8757, -1.1758)
C (1.4277, 5.2017, -2.2538)
C (-0.0363, 5.0707, -1.9688)
C (3.7457, 6.8007, 0.1972)
H (1.9987, 4.3057, -2.2438)
H (1.6597, 5.5437, -3.0628)
H (-0.5693, 4.3317, -2.3258)
H (-0.7013, 5.8327, -2.2618)
H (-0.2643, 5.0717, -0.8558)
H (3.9797, 7.9797, 0.0112)
H (4.5507, 6.3567, 0.5742)
H (3.0127, 6.9127, 0.9102)
O (4.2257, -0.1413, 1.2952)
C (3.5557, -0.4293, 2.2612)
O (4.0467, -0.5523, 3.6252)
C (5.2737, -0.0183, 3.9232)
C (5.4197, 0.3197, 5.3992)
C (2.2107, -1.1263, 2.1862)
H (5.6267, 0.9027, 3.2932)
H (5.9537, -0.8223, 3.6382)
H (6.3827, 0.6637, 5.6402)
H (5.1257, -0.4453, 5.9132)
H (4.7167, 1.1807, 5.5752)
H (2.3297, -2.1333, 1.6312)
H (1.4657, -0.4233, 1.6372)
H (1.8777, -1.4953, 3.1232)
O (-0.9393, -4.6513, 4.6902)
C (-1.4203, -3.5973, 4.8832)
O (-1.8113, -2.6723, 3.8742)
C (-1.3013, -2.8513, 2.5302)
C (-1.7053, -1.6783, 1.6622)
C (-1.7833, -3.0973, 6.2812)
H (-1.8463, -3.6833, 2.0702)
H (-0.2513, -3.0163, 2.7952)
H (-2.6553, -1.1083, 1.9552)
H (-1.6953, -1.8303, 0.5442)
H (-0.8983, -0.9163, 1.7952)
H (-1.0513, -2.3673, 6.5172)
H (-1.7303, -3.6483, 7.1972)
H (-2.7343, -2.8143, 6.6092)

Atomic forces in eV per Å
N 1.8 -0.3 -3.9
H -1.0 -1.4 -0.3
H -0.4 1.0 0.3
H 0.1 -0.6 5.0
H -0.3 0.5 -0.6
N 10.6 -0.3 8.2
H 1.7 -1.3 5.4
H 0.2 -0.3 -0.4
H 0.0 1.0 1.1
H -3.4 -3.1 0.9
S 2.6 0.8 6.8
O -5.8 2.0 -2.4
O 2.9 -3.3 2.5
O 2.7 1.5 3.2
O -0.3 0.4 -0.2
O 0.0 0.0 0.8
C 0.7 -0.5 -3.3
O 1.0 -0.1 -0.9
C -4.1 0.7 -0.2
C 3.9 -0.6 -3.3
C 0.5 6.1 4.2
H 1.8 -1.0 0.9
H -0.2 0.4 1.0
H 0.9 -1.1 1.5
H -2.3 -0.7 2.2
H -2.1 2.0 -0.1
H -0.8 -3.2 -2.2
H 0.5 -0.4 -0.5
H -0.1 -0.9 0.1
O -4.2 4.7 -9.9
C -6.7 1.2 -6.6
O -0.3 -0.2 0.5
C -3.8 0.6 -3.3
C 5.5 -3.2 6.4
C 1.3 -2.0 -4.4
H 1.0 1.9 0.9
H 2.9 -2.8 2.7
H -3.2 3.8 -5.2
H -1.0 1.3 0.7
H -1.3 -2.4 -1.5
H 0.8 0.0 -0.9
H 0.1 0.6 0.7
H 0.4 1.0 -1.6
O 1.6 -0.8 -0.8
C -5.5 9.5 4.5
O 5.1 -9.7 -5.0
C -0.1 -1.8 2.9
C 1.5 3.9 2.6
C 1.4 -6.3 -7.6
H -2.5 1.3 -0.8
H 0.2 1.2 -0.7
H 1.1 2.2 -3.2
H -2.3 -4.0 -0.2
H 2.3 -1.3 0.5
H -1.8 -1.5 -2.0
H -4.5 4.1 6.6
H 0.2 -0.3 -1.3
O -2.1 -3.4 0.6
C 1.5 5.9 -2.0
O 1.3 -3.2 0.3
C 3.3 2.9 2.1
C 3.9 8.1 4.6
C 5.3 -9.6 -5.1
H -0.3 -2.1 -0.4
H -2.9 1.1 -0.5
H 0.4 0.6 0.1
H -5.8 -8.1 -4.6
H 0.5 -0.7 -0.7
H -4.7 7.7 3.3
H -0.3 0.3 0.0
H 0.1 0.4 2.5
O -0.1 -0.3 0.7
C 1.6 -4.7 0.3
O -2.8 2.2 -0.2
C 0.8 0.7 -2.7
C -3.6 2.9 2.8
C -3.2 -0.9 -1.7
H 1.8 -0.5 0.0
H -0.5 -0.9 0.7
H 1.5 -1.4 -1.6
H 2.9 0.5 0.9
H -1.6 -1.0 -1.7
H -0.9 0.4 -1.7
H 2.0 4.6 -0.9
H 2.2 -1.5 4.9
O -3.6 0.5 2.2
C 2.3 0.0 -0.4
O 1.6 2.1 1.1
C -1.9 -4.1 8.3
C 1.0 2.9 4.0
C -1.7 4.4 -4.2
H 0.0 -0.6 0.4
H 2.2 4.8 -9.3
H -1.6 -4.7 -2.0
H 0.0 2.1 -0.8
H 0.9 -0.3 -1.0
H -0.1 -2.9 0.0
H 3.5 -1.8 1.4
H -2.0 -0.5 1.4
O -0.6 0.6 1.8
C 1.1 -2.4 0.6
O -2.9 1.1 -2.5
C 3.4 1.3 -1.1
C -1.2 4.9 -3.8
C -0.5 0.0 -2.2
H -1.2 -1.6 0.8
H 0.7 0.2 0.1
H 1.4 0.2 0.2
H -1.5 -4.5 3.5
H 0.6 -0.8 0.2
H 0.1 1.9 0.1
H 1.0 -1.4 0.9
H -0.5 0.5 1.2
O 1.3 -1.4 -1.0
C -2.7 1.9 -0.1
O -0.1 -0.8 2.3
C -1.4 -0.9 0.5
C 1.1 2.7 -0.1
C 1.0 0.2 0.2
H 0.8 -0.7 0.5
H 0.1 -0.1 -1.5
H 1.1 -1.3 -0.3
H -0.2 -0.4 1.3
H -0.8 -0.2 -0.3
H 0.3 1.5 0.0
H 1.3 -2.4 -0.2
H -2.0 1.7 -1.3

Calculated values
**Lowest unoccupied orbital energy**: 0.0086 hartree
**DFT total energy**: -89093.1530 eV
**M**: 836.99 u
**Orbital gap**: 7.72 eV
**Max |F|**: 13.4 eV Å⁻¹
**Energy above the lowest of the compared OMol25 structures with the same formula, charge and spin**: 0.0 kcal per mole



Computed, not measured: a cluster of 7 separate species, C32H73IN7O7P in total at a distorted geometry, with wB97M-V/def2-TZVPD.

Geometry (Å):
C (-3.5826, 4.3502, 2.4434)
C (-3.8229, 2.9273, 1.7020)
C (-3.5093, 1.8157, 2.7968)
C (-2.8768, 2.9314, 0.4306)
P (-2.9633, 1.3801, -0.6682)
C (-1.3264, 0.7795, 0.2250)
C (-0.8025, -0.6275, -0.2656)
O (0.0938, -0.7876, -1.1377)
C (-1.9631, 1.4215, -2.2557)
C (-2.2753, 0.3180, -3.3379)
C (-2.8783, -1.0649, -2.8710)
C (-4.1158, -1.5689, -3.7745)
C (-3.7348, -1.6669, -5.3292)
N (-4.5909, -0.8140, -6.2107)
C (-4.4668, 2.0417, -1.6447)
C (-5.8753, 1.8296, -0.8639)
C (-6.5117, 3.3103, -0.7356)
I (-7.3119, 0.6530, -1.9911)
H (-4.5209, 4.5551, 3.0499)
H (-3.5266, 5.1203, 1.6031)
H (-2.6443, 4.3483, 3.0696)
H (-4.9300, 2.8937, 1.4956)
H (-2.6406, 2.1536, 3.4552)
H (-3.3331, 0.7789, 2.3911)
H (-4.4035, 1.7642, 3.4995)
H (-3.0976, 3.8915, -0.1480)
H (-1.8111, 3.0703, 0.8160)
H (-3.6843, 0.2097, -0.2098)
H (-0.4646, 1.5072, 0.0468)
H (-1.4408, 0.7067, 1.3492)
H (-1.2745, -1.5673, 0.1552)
H (-2.1784, 2.4363, -2.7422)
H (-0.8356, 1.4347, -2.0883)
H (-2.9853, 0.7688, -4.1102)
H (-1.3081, 0.1213, -3.9085)
H (-2.0721, -1.8622, -3.0090)
H (-3.2220, -1.1529, -1.8004)
H (-4.3081, -2.6360, -3.4380)
H (-5.0600, -0.9782, -3.5787)
H (-2.6296, -1.4792, -5.5172)
H (-3.9214, -2.7451, -5.6543)
H (-4.0376, -0.0720, -6.6502)
H (-5.3559, -0.4142, -5.6551)
H (-4.6229, 1.5699, -2.6598)
H (-4.2698, 3.1484, -1.8477)
H (-5.6719, 1.3657, 0.1437)
H (-7.1779, 3.3441, 0.1807)
H (-7.0448, 3.6330, -1.6752)
H (-5.6956, 4.0872, -0.5465)
C (2.8135, -0.6511, -4.5200)
N (1.7340, -1.4484, -5.0639)
C (1.8230, -1.9128, -6.4353)
C (0.6375, -1.7759, -4.3273)
O (-0.3016, -2.4406, -4.7238)
H (2.9237, 0.2578, -5.1172)
H (3.7410, -1.2282, -4.5610)
H (2.6098, -0.3755, -3.4847)
H (0.9722, -1.5272, -7.0016)
H (1.7848, -3.0044, -6.4487)
H (2.7520, -1.5732, -6.8932)
H (0.6681, -1.3732, -3.2983)
C (1.5034, -3.0229, 4.4744)
N (0.6816, -1.8812, 4.1221)
C (0.4419, -1.5905, 2.7231)
C (0.1272, -1.0719, 5.0621)
O (-0.5698, -0.1011, 4.8291)
H (2.4968, -2.8939, 4.0400)
H (1.0442, -3.9306, 4.0731)
H (1.5977, -3.1177, 5.5550)
H (0.8123, -0.5874, 2.4971)
H (-0.6337, -1.6175, 2.5310)
H (0.9461, -2.3191, 2.0885)
H (0.3695, -1.3776, 6.0924)
C (-6.1087, -7.3291, -5.0783)
N (-6.4267, -5.9164, -5.0459)
C (-7.3400, -5.3773, -6.0358)
C (-5.8964, -5.0774, -4.1166)
O (-6.1234, -3.8869, -4.0380)
H (-5.6533, -7.5717, -6.0417)
H (-7.0286, -7.9063, -4.9549)
H (-5.4139, -7.5904, -4.2796)
H (-6.8310, -4.5990, -6.6087)
H (-8.1984, -4.9317, -5.5282)
H (-7.6804, -6.1642, -6.7086)
H (-5.2164, -5.5855, -3.4132)
C (6.7748, -0.8001, 5.5487)
N (5.3954, -1.1881, 5.7614)
C (4.3453, -0.2198, 5.5004)
C (5.0538, -2.4277, 6.1967)
O (3.9162, -2.8128, 6.3933)
H (7.0102, 0.0512, 6.1908)
H (6.9087, -0.5136, 4.5024)
H (7.4515, -1.6231, 5.7835)
H (3.7740, -0.0543, 6.4171)
H (3.6720, -0.6176, 4.7358)
H (4.7752, 0.7251, 5.1583)
H (5.9244, -3.0829, 6.3638)
C (5.2465, 5.5742, 3.5428)
N (5.5552, 4.5701, 4.5400)
C (5.8954, 4.9942, 5.8849)
C (5.5364, 3.2450, 4.2555)
O (5.7862, 2.3508, 5.0467)
H (6.1094, 6.2327, 3.4195)
H (4.3865, 6.1593, 3.8784)
H (5.0115, 5.1114, 2.5842)
H (6.8960, 4.6336, 6.1332)
H (5.1830, 4.5601, 6.5900)
H (5.8686, 6.0809, 5.9597)
H (5.2672, 3.0321, 3.2098)
C (7.7309, -0.3862, 0.8800)
N (7.3894, 1.0219, 0.8994)
C (6.4600, 1.5341, -0.0898)
C (7.9123, 1.8789, 1.8157)
O (7.6663, 3.0676, 1.8850)
H (8.1833, -0.6317, -0.0839)
H (6.8217, -0.9771, 1.0163)
H (8.4356, -0.6271, 1.6764)
H (6.9515, 2.3144, -0.6750)
H (5.5975, 1.9708, 0.4189)
H (6.1283, 0.7341, -0.7511)
H (8.6048, 1.3894, 2.5192)

Atomic forces in eV per Å
C -1.0 -0.5 -1.2
C 0.7 0.8 1.5
C -0.4 0.4 0.4
C 0.0 0.8 0.7
P 1.1 1.0 -0.7
C 2.2 -2.1 0.9
C 1.4 0.7 -1.6
O -2.4 0.6 2.5
C 1.1 0.9 -1.2
C -0.4 0.1 -0.7
C -0.2 -1.1 -0.9
C 1.4 -0.7 0.2
C -0.3 -0.7 0.2
N 0.5 0.1 0.5
C -2.0 -0.3 -0.5
C 1.2 2.7 -0.5
C 0.3 -0.2 1.0
I 0.5 0.0 0.5
H 1.4 0.0 -0.4
H 0.0 -0.7 1.4
H -1.1 0.1 -0.7
H 1.3 0.0 -0.3
H -0.9 -0.7 -1.1
H -0.2 1.1 0.4
H 1.1 0.0 -0.9
H 0.1 -1.5 0.4
H -1.4 -0.4 -0.5
H 0.3 0.6 0.0
H -1.2 -0.8 0.0
H -0.1 0.0 -1.1
H 0.2 0.9 -0.2
H 0.1 -1.2 0.7
H -1.6 -0.2 0.2
H 0.8 -0.6 1.0
H -1.3 0.2 0.8
H -1.0 1.0 0.3
H 0.5 0.5 -0.9
H 0.0 1.5 -0.3
H 1.1 -0.5 -0.4
H -1.4 -0.1 0.4
H 0.3 1.3 0.5
H -0.5 -0.3 0.4
H 0.6 0.0 -0.5
H 0.7 0.3 1.0
H -0.5 -1.4 0.3
H -0.6 0.3 -1.1
H 0.3 0.1 -1.3
H 0.5 -0.6 1.1
H -0.9 -1.1 -0.2
C -0.1 -0.1 -0.2
N -0.4 -0.1 0.3
C -0.3 -0.1 0.1
C 0.3 0.2 0.3
O 0.2 0.0 -0.3
H 0.2 0.0 0.1
H 0.1 0.2 0.1
H -0.1 -0.1 -0.1
H 0.1 -0.1 -0.1
H 0.0 0.1 -0.2
H -0.1 0.0 0.1
H 0.1 0.0 -0.1
C -0.2 0.0 -0.2
N -0.2 0.2 0.5
C -0.1 0.2 0.2
C 0.2 -0.3 -0.2
O 0.0 0.0 -0.2
H 0.0 -0.2 0.2
H 0.1 -0.1 0.0
H 0.1 0.1 -0.1
H -0.1 0.0 -0.2
H 0.1 0.1 -0.1
H 0.0 0.0 0.1
H 0.1 -0.1 0.0
C -0.2 0.2 -0.2
N 0.3 0.1 0.5
C 0.1 0.3 0.1
C -0.1 -0.2 -0.2
O -0.2 -0.2 -0.2
H 0.0 -0.2 0.1
H 0.1 -0.2 0.0
H -0.1 0.1 0.0
H -0.2 0.0 0.0
H 0.0 0.0 -0.2
H 0.1 0.0 0.1
H 0.0 -0.1 0.0
C -0.2 0.1 0.0
N 0.0 -0.8 0.2
C -0.2 -0.1 -0.1
C 0.3 0.5 -0.2
O 0.0 0.1 0.0
H 0.1 0.0 -0.2
H 0.2 0.1 0.1
H -0.1 0.0 0.0
H -0.1 0.0 -0.1
H -0.1 0.1 0.1
H -0.1 -0.4 0.2
H 0.1 0.0 0.0
C 0.1 0.0 0.2
N -0.1 -0.7 -0.3
C 0.0 -0.3 0.1
C 0.0 0.6 -0.2
O 0.3 0.4 0.1
H -0.1 0.0 -0.1
H 0.0 0.1 -0.1
H 0.1 0.0 0.1
H -0.1 0.1 0.1
H 0.1 0.1 0.1
H 0.0 -0.1 -0.1
H 0.0 0.1 0.0
C -0.2 0.2 -0.2
N 0.3 0.2 0.5
C 0.1 0.3 0.1
C -0.1 -0.3 -0.2
O -0.2 0.0 -0.2
H 0.0 -0.2 0.1
H 0.1 -0.1 0.0
H -0.1 0.1 0.0
H -0.2 0.0 0.0
H 0.0 0.0 -0.2
H 0.1 0.0 0.1
H 0.0 -0.1 0.0

Calculated values
**Lowest unoccupied orbital energy**: 0.0057 hartree
**SMILES**: CC(C)C[PH](CC=O)(CCCCCN)C[C@@H](C)I.CN(C)C=O.CN(C)C=O.CN(C)C=O.CN(C)C=O.CN(C)C=O.CN(C)C=O
**DFT total energy**: -76516.5338 eV
**M**: 825.86 u
**Orbital gap**: 8.22 eV
**Max |F|**: 3.5 eV Å⁻¹